Record 1
C4H11NO2S | the ωB97M-V functional and the def2-TZVPD basis

```
19
Properties=species:S:1:pos:R:3
S -2.37 0.76 1.11
O 0.24 -1.27 1.31
O 1.57 1.00 1.52
N -0.52 -0.60 -0.98
C 0.21 -1.52 -0.13
C -1.63 1.52 -0.30
C -0.33 0.82 -0.92
C 1.66 -1.70 -0.53
H -0.33 -2.51 -0.31
H 0.53 -0.29 1.55
H -0.07 1.11 -1.94
H 0.57 0.93 -0.35
H 2.24 -0.80 -0.22
H 1.61 -1.89 -1.64
H -2.49 1.40 -0.99
H -1.41 2.69 -0.22
H 2.01 1.73 2.02
H -3.53 1.23 1.04
H 2.03 -2.62 -0.03
```

Computed properties:
2S+1   2
LUMO energy (alpha / beta)   -9.27 / -8.24 eV
Charge   +1
Orbital gap (alpha / beta)   3.843 / 5.193 eV

***

Record 2
C4H11NO3 | the ωB97M-V functional and the def2-TZVPD basis

```
19
Properties=species:S:1:pos:R:3
O -1.21 -0.94 -1.55
O 0.85 2.35 1.36
O -1.43 -2.90 0.20
N 0.51 0.10 -0.49
C -0.01 -0.67 -1.49
C -0.31 1.61 1.43
C -0.26 0.17 0.76
C 1.89 0.57 -0.55
H -2.19 -2.42 -0.14
H -0.83 -3.08 -0.54
H 0.13 -0.49 1.56
H 1.98 1.49 -1.14
H 2.46 -0.23 -1.06
H 0.95 3.09 1.98
H 0.63 -1.23 -2.17
H 2.36 0.67 0.42
H -1.18 2.16 1.07
H -1.27 0.03 0.33
H -0.60 1.32 2.47
```

Computed properties:
2S+1   1
LUMO energy   0.65 eV
Charge   0
SMILES string   CN(C=O)CCO.O
Orbital gap   9.860 eV

***

Record 3
C4H11NO3 | the ωB97M-V functional and the def2-TZVPD basis

```
19
Properties=species:S:1:pos:R:3
O 1.07 2.33 -0.27
O 1.36 -3.30 0.80
O -1.02 3.11 -0.06
N -0.06 -0.06 0.83
C 1.40 -0.26 0.34
C -0.14 2.05 -0.29
C -0.99 0.79 -0.01
C -1.64 0.05 -1.22
H -1.76 1.03 0.78
H -0.47 -1.00 0.83
H -1.50 -1.07 -0.99
H 2.16 0.39 0.94
H 0.51 -3.68 1.18
H 1.70 0.11 -0.70
H -0.35 3.84 -0.07
H 1.48 -1.29 0.33
H 2.11 -3.20 1.27
H -1.16 0.06 -2.21
H -2.71 0.09 -1.49
```

Computed properties:
2S+1   1
LUMO energy   0.66 eV
Charge   0
SMILES string   CN[C@H](C)C(=O)O.O
Orbital gap   9.597 eV

***

Record 4
C4H11NO3 | the ωB97M-V functional and the def2-TZVPD basis

```
19
Properties=species:S:1:pos:R:3
O 4.55 -0.44 1.13
O 1.46 1.23 0.42
O 0.08 1.81 -1.33
N -0.96 0.50 1.86
C -0.95 -0.85 -0.27
C 0.41 1.14 -0.16
C -1.86 -0.90 -1.49
C -0.84 0.56 0.38
H 4.01 -0.76 0.44
H 0.18 -1.11 -0.58
H 4.10 -0.28 1.93
H -1.27 -0.49 2.10
H -1.33 -1.18 -2.47
H -1.84 1.02 0.14
H -1.49 -1.50 0.32
H 0.94 2.26 -1.66
H -0.08 0.62 2.39
H -2.37 0.03 -1.65
H -2.72 -1.65 -1.49
```

Computed properties:
2S+1   1
LUMO energy   0.60 eV
Charge   0
SMILES string   CC[C@@H](N)C(=O)O.O
Orbital gap   10.228 eV

***

Respective energy relative to the best compared isomer or geometry (same formula, charge and spin) values: 175.3; 52.5; 76.4; 51.9 kcal per mole.
Respective total energy values: -20730.8924; -11957.8350; -11956.7957; -11957.8583 eV.
Respective maximum force values: 0.0836; 0.0487; 0.1321; 0.0743 hartree/bohr.